Here is a structure of composition C17H27N2O9PV from the Open Molecules 2025 dataset. Energies are from ωB97M-V/def2-TZVPD.

Calculated values
- ΔE to the lowest compared entry with this formula, charge and spin: 27.0 kJ/mol
- Spin multiplicity: 2
- Charge: +2
- Orbital gap (alpha / beta): 7.37 / 8.02 eV

Each line ends with the natural charge from an NBO analysis.
Positions of all 57 atoms, in Å:
V  0.67128  0.01091  -0.03934  1.63
O  1.16059  -3.75448  -0.54090  -0.41
C  1.06463  -2.66845  -0.96848  0.79
O  1.39498  -1.55044  -0.08300  -0.69
C  0.72344  -2.18715  -2.32874  -0.27
C  1.01068  -2.99673  -3.42223  -0.08
C  0.77358  -2.50272  -4.68840  0.03
C  0.27630  -1.23369  -4.91584  -0.11
C  -0.01221  -0.44047  -3.82150  -0.02
C  0.15358  -0.92451  -2.52970  0.37
O  -0.32734  -0.23626  -1.46007  -0.65
N  -0.46604  0.94084  -4.02822  0.54
O  -0.08933  1.75913  -3.19828  -0.42
O  -1.12279  1.17460  -5.00280  -0.27
N  1.09484  -3.36075  -5.85961  0.53
O  0.91730  -2.86937  -6.94689  -0.32
O  1.51912  -4.46318  -5.61284  -0.33
H  1.42741  -3.98753  -3.29347  0.29
H  0.12536  -0.87195  -5.92492  0.31
C  0.11548  3.30253  3.14807  -0.26
O  0.25034  2.65760  1.87376  -0.57
C  0.55128  3.58792  0.85523  -0.11
C  0.56780  2.82171  -0.43701  -0.08
O  1.51321  1.69624  -0.33609  -0.58
C  2.91408  2.01534  -0.61938  -0.25
H  -0.72519  3.99878  3.13762  0.20
H  1.03031  3.84036  3.40371  0.20
H  -0.06054  2.53092  3.89374  0.19
H  1.50505  4.09136  1.04631  0.20
H  -0.21947  4.36340  0.77743  0.22
H  0.85271  3.39266  -1.31819  0.26
H  -0.40066  2.35552  -0.63858  0.23
H  2.96662  2.40211  -1.63407  0.23
H  3.47096  1.08711  -0.52377  0.22
H  3.25289  2.74105  0.11419  0.23
C  0.03982  -0.63417  4.71693  -0.61
C  0.63407  -0.40185  3.32292  -0.73
P  -0.59215  -0.55137  1.98860  1.08
C  -2.05216  0.47376  2.33180  -0.73
C  -2.80187  0.94843  1.08684  -0.60
C  -1.09330  -2.29363  1.87536  -0.73
C  -2.08768  -2.59688  0.75524  -0.61
H  0.82609  -0.52785  5.46236  0.26
H  -0.37475  -1.63626  4.81818  0.23
H  -0.74146  0.08903  4.95120  0.22
H  1.42153  -1.13025  3.10948  0.26
H  1.07855  0.59263  3.24651  0.25
H  -1.71617  1.32082  2.92967  0.26
H  -2.69601  -0.13783  2.97082  0.27
H  -2.19609  1.64647  0.50673  0.20
H  -3.70721  1.47546  1.38258  0.26
H  -3.09534  0.12502  0.43745  0.22
H  -1.52000  -2.54874  2.84983  0.27
H  -0.17560  -2.87684  1.76834  0.27
H  -3.05678  -2.13537  0.93957  0.23
H  -2.24399  -3.67192  0.68941  0.26
H  -1.72978  -2.25105  -0.21752  0.20

=====

Here is a structure of composition C17H27N2OOsP2Se at a distorted geometry from the Open Molecules 2025 dataset. Energies are from ωB97M-V/def2-TZVPD.

Calculated values
- Spin multiplicity: 5
- Charge: +3
- Orbital gap (alpha / beta): 8.17 / 4.18 eV

Each line ends with the natural charge from an NBO analysis.
Positions of all 51 atoms, in Å:
Os  -0.01271  -0.14528  -0.06047  0.63
C  3.50253  -1.02888  -0.60821  -0.96
P  2.32463  0.00871  0.29420  1.01
C  2.63500  -0.29649  2.06191  -0.94
C  2.85767  1.75273  0.06149  -0.24
C  4.17983  2.12002  0.09576  -0.16
C  4.51943  3.49593  0.03600  0.11
C  3.52017  4.49576  -0.08997  -0.12
C  2.19901  4.13338  -0.11923  -0.18
C  1.85656  2.76133  -0.07577  -0.11
P  0.13310  2.19599  -0.29473  0.98
C  -0.93420  3.30591  0.65456  -0.95
C  -0.18568  2.46364  -2.07279  -0.93
H  4.47726  -0.97871  -0.11862  0.27
H  3.60009  -0.69731  -1.64235  0.28
H  3.17425  -2.06819  -0.58982  0.30
H  3.63536  0.06727  2.30598  0.27
H  2.59434  -1.36746  2.26533  0.29
H  1.91201  0.22226  2.69181  0.27
H  4.96149  1.37570  0.18538  0.27
H  5.56132  3.79053  0.11667  0.27
H  3.79482  5.54076  -0.16761  0.29
H  1.43300  4.89388  -0.20673  0.27
H  -0.98470  4.29580  0.19755  0.28
H  -0.55869  3.39702  1.67472  0.28
H  -1.93818  2.88277  0.68502  0.29
H  0.13379  3.46538  -2.36873  0.28
H  -1.25184  2.35895  -2.27461  0.29
H  0.36654  1.73818  -2.67318  0.27
O  -2.06839  -0.04256  0.17761  -0.76
C  -3.13820  -0.66794  0.44329  0.77
C  -3.87591  -0.48023  1.71424  -0.51
C  -4.82941  0.71295  1.36778  -0.38
C  -5.68193  0.59421  0.08757  -0.43
C  -4.93536  0.73063  -1.25765  -0.43
C  -4.20552  -0.55302  -1.72300  -0.23
N  -3.80625  -1.30910  -0.51890  -0.57
H  -3.23246  -0.21354  2.55044  0.25
H  -4.46293  -1.36314  1.96580  0.26
H  -4.23888  1.63161  1.31543  0.20
H  -5.49897  0.81691  2.22157  0.26
H  -6.39178  1.42068  0.13050  0.26
H  -6.28861  -0.31582  0.10814  0.22
H  -4.22195  1.55732  -1.18166  0.19
H  -5.65074  0.99647  -2.03585  0.26
H  -3.34108  -0.31171  -2.33953  0.21
H  -4.86626  -1.19299  -2.30035  0.25
H  -4.55971  -1.87912  -0.16153  0.42
Se  -0.40350  -2.50850  -0.43063  0.40
C  1.08956  -3.49290  -0.16344  -0.08
N  2.03642  -4.12552  0.02829  -0.16

=====

Here is a structure of composition C17H27N2SZr at a distorted geometry from the Open Molecules 2025 dataset. Energies are from ωB97M-V/def2-TZVPD.

Calculated values
- Charge: +1
- Orbital gap: 6.65 eV

Each line ends with the natural charge from an NBO analysis.
Positions of all 48 atoms, in Å:
C  -2.09756  -2.14592  1.40773  -0.51
C  -1.38045  -2.52769  2.69341  -0.61
C  -3.49013  -1.56042  1.66489  -0.63
C  -2.15480  -3.32742  0.44735  -0.61
H  -4.17650  -2.42343  1.68568  0.23
H  -3.87489  -0.87425  0.88337  0.21
H  -3.56180  -1.05213  2.63712  0.22
H  -2.08494  -3.17730  3.23340  0.21
H  -1.13021  -1.69169  3.36170  0.20
H  -0.46183  -3.09838  2.49114  0.22
H  -2.40750  -4.19671  1.07179  0.21
H  -1.19758  -3.54519  -0.05398  0.20
H  -2.94312  -3.21866  -0.31082  0.21
C  -0.15307  2.10967  0.99596  -0.28
C  -1.46288  1.75010  1.47098  -0.47
C  -1.27872  0.74356  2.51595  -0.43
H  -2.39890  2.28332  1.25450  0.28
C  0.12838  0.44813  2.60702  -0.33
C  0.83077  1.34017  1.72195  -0.21
H  1.91914  1.32708  1.59768  0.25
H  0.04778  2.84344  0.21204  0.22
H  -2.05363  0.41664  3.21499  0.28
H  0.60879  -0.26828  3.29198  0.26
C  -0.21912  -0.45507  -2.30878  -0.20
C  -0.75915  0.84880  -2.02506  -0.25
C  -2.08454  0.69649  -1.48182  -0.45
H  -0.26721  1.81255  -2.16572  0.22
C  -2.38234  -0.73450  -1.46507  -0.47
C  -1.19134  -1.43287  -1.90702  -0.34
H  -1.07980  -2.52294  -2.01974  0.27
H  0.79112  -0.71315  -2.64358  0.25
H  -2.81301  1.50480  -1.32761  0.28
H  -3.37435  -1.17284  -1.31876  0.28
Zr  -1.13563  -0.28182  0.41495  1.89
C  4.57485  0.44960  -2.34103  -0.42
N  3.58145  0.36470  -1.28731  -0.59
C  2.50118  1.16332  -1.12375  0.42
S  1.29573  0.10602  -0.32700  -0.20
N  2.50207  2.47163  -1.42092  -0.59
C  3.67884  3.34746  -1.36111  -0.41
H  4.38014  1.38814  -2.86088  0.21
H  4.48845  -0.42915  -2.99501  0.22
H  5.51498  0.44075  -1.78281  0.22
H  3.34617  -0.56243  -0.90867  0.43
H  1.59014  2.91619  -1.36124  0.41
H  3.77351  3.78912  -2.35821  0.22
H  3.52870  4.13521  -0.60936  0.23
H  4.53280  2.71539  -1.11030  0.22

=====

Question: Which of these has the highest charge?
Answer: C17H27N2OOsP2Se

=====

Question: Which formula does entry 1 have?
Answer: C17H27N2O9PV

=====

Question: What is the formula in the second record?
Answer: C17H27N2OOsP2Se